Record 1
Molecular formula: C75H73BF3N9P2STl
Method: DFT, the ωB97M-V functional and the def2-TZVPD basis

Properties
total charge	-1
frontier orbital gap (spin up / spin down)	5.8973 / 4.3963	eV
HOMO (spin up / spin down)	-3.83 / -2.56	eV
spin multiplicity	1

Structure (XYZ):
```
165
C75H73BF3N9P2STl (the ωB97M-V functional and the def2-TZVPD basis)
Tl -1.17 0.24 -0.68
C -5.29 -2.06 -1.42
C -4.35 -1.08 -1.17
N -3.27 -1.31 -0.44
C -3.08 -2.56 0.03
C -4.05 -3.54 -0.25
N -5.14 -3.30 -0.94
C -1.87 -2.80 0.80
C -1.57 -4.04 1.32
C -0.36 -4.25 2.00
C 0.48 -3.15 2.16
C 0.08 -1.90 1.71
N -1.06 -1.72 0.99
C 0.91 -0.73 1.94
C 2.01 -0.72 2.81
N 2.87 0.28 2.87
C 2.65 1.31 2.05
C 1.49 1.39 1.31
N 0.61 0.40 1.26
C 0.03 -5.56 2.51
C 1.35 -6.01 2.35
C 1.71 -7.24 2.87
N 0.88 -8.03 3.54
C -0.37 -7.61 3.69
C -0.85 -6.41 3.20
H -6.18 -1.87 -2.00
H -4.46 -0.08 -1.56
H -3.96 -4.56 0.11
H -2.24 -4.88 1.19
H 1.41 -3.28 2.70
H 2.19 -1.52 3.52
H 3.39 2.10 2.05
H 1.23 2.28 0.77
H 2.05 -5.41 1.80
H 2.72 -7.61 2.75
H -1.02 -8.27 4.25
H -1.87 -6.11 3.36
F -0.44 -1.42 -7.67
C -0.95 -1.41 -6.40
F -0.75 -2.65 -5.95
F -2.29 -1.29 -6.59
C -0.38 -0.30 -5.58
C 0.14 0.79 -6.23
C 0.58 1.88 -5.49
C 0.48 1.79 -4.11
N 0.00 0.75 -3.46
C -0.48 -0.30 -4.15
S -1.20 -1.55 -3.29
H 0.19 0.82 -7.31
H 0.96 2.77 -5.97
H 0.79 2.63 -3.49
C -0.06 6.50 2.22
C 0.04 5.20 1.41
C 1.28 5.22 0.53
C 0.02 4.04 2.39
C 1.12 3.90 3.24
C 1.15 2.92 4.20
C 0.04 2.14 4.40
C -1.10 2.28 3.62
C -2.31 1.49 4.06
C -3.59 2.32 4.11
C -2.48 0.22 3.24
C -1.08 3.19 2.54
N -2.17 3.29 1.64
B -2.69 2.41 0.63
N -3.82 3.10 0.10
C -3.91 4.34 0.72
C -2.93 4.45 1.63
C -4.84 2.82 -0.85
C -6.10 2.37 -0.40
C -7.14 2.24 -1.32
C -6.96 2.54 -2.66
C -5.73 2.98 -3.08
C -4.65 3.12 -2.21
C -3.37 3.55 -2.90
C -2.86 2.35 -3.72
C -2.21 4.10 -2.08
C -6.47 1.99 1.02
C -6.51 3.19 1.98
C -5.59 0.86 1.55
H -0.12 7.36 1.55
H 0.82 6.62 2.85
H -0.94 6.49 2.86
H -0.83 5.12 0.75
H 2.18 5.41 1.10
H 1.40 4.27 0.01
H 1.18 6.01 -0.22
H 1.97 4.56 3.13
H 2.03 2.79 4.81
H 0.03 1.40 5.19
H -2.10 1.18 5.10
H -3.97 2.51 3.12
H -3.42 3.27 4.62
H -4.35 1.77 4.67
H -2.49 0.44 2.17
H -3.40 -0.29 3.51
H -1.64 -0.46 3.42
H -4.67 5.05 0.45
H -2.75 5.26 2.31
H -8.10 1.89 -0.98
H -7.78 2.44 -3.35
H -5.59 3.23 -4.13
H -3.66 4.33 -3.61
H -2.55 1.55 -3.05
H -2.00 2.64 -4.32
H -3.63 1.96 -4.38
H -1.74 3.31 -1.49
H -2.52 4.90 -1.41
H -1.46 4.50 -2.76
H -7.49 1.61 0.98
H -5.53 3.65 2.08
H -6.84 2.87 2.96
H -7.21 3.94 1.61
H -4.54 1.09 1.44
H -5.79 -0.06 0.98
H -5.81 0.67 2.60
C 3.26 -2.15 -0.24
P 2.17 -0.98 -1.24
C 3.31 0.39 -1.66
C 2.76 1.66 -1.69
C 3.52 2.75 -2.07
C 4.85 2.58 -2.41
C 5.41 1.31 -2.37
C 4.65 0.22 -2.00
C 2.22 -1.88 -2.84
C 2.55 -1.28 -4.05
C 2.46 -2.00 -5.23
C 2.05 -3.32 -5.21
C 1.69 -3.91 -4.01
C 1.76 -3.19 -2.83
P 4.85 -1.50 0.50
C 4.72 -2.30 2.16
C 4.31 -3.61 2.32
C 4.19 -4.16 3.59
C 4.51 -3.40 4.70
C 4.95 -2.10 4.55
C 5.06 -1.55 3.28
C 6.06 -2.72 -0.17
C 6.00 -3.26 -1.45
C 6.97 -4.14 -1.89
C 8.03 -4.50 -1.06
C 8.11 -3.95 0.21
C 7.15 -3.06 0.64
H 3.47 -3.04 -0.85
H 2.64 -2.46 0.60
H 1.71 1.77 -1.45
H 3.07 3.74 -2.12
H 5.45 3.42 -2.71
H 6.45 1.17 -2.64
H 5.09 -0.77 -2.02
H 2.87 -0.24 -4.08
H 2.70 -1.52 -6.17
H 1.98 -3.88 -6.13
H 1.33 -4.93 -3.99
H 1.43 -3.64 -1.91
H 4.08 -4.21 1.45
H 3.85 -5.18 3.71
H 4.41 -3.83 5.69
H 5.20 -1.50 5.41
H 5.39 -0.53 3.15
H 5.19 -3.00 -2.12
H 6.90 -4.56 -2.88
H 8.78 -5.19 -1.41
H 8.92 -4.23 0.86
H 7.22 -2.64 1.64
```

Results of the Mulliken charge analysis, in e, for atoms 1 through 6: number 1, Tl, carries 2.1781; number 2, C, carries -0.7464; number 3, C, carries -1.0426; number 4, N, carries 1.1788; number 5, C, carries -0.0966; number 6, C, carries -0.5275

=====

Record 2
Molecular formula: C76H134N6O20
Method: DFT, the ωB97M-V functional and the def2-TZVPD basis

Properties
total charge	0
frontier orbital gap	8.1945	eV
HOMO	-7.83	eV
spin multiplicity	1

Structure (XYZ):
```
236
C76H134N6O20 (the ωB97M-V functional and the def2-TZVPD basis)
C 20.63 -20.12 -4.96
C 21.89 -20.24 -4.06
C 22.33 -18.76 -3.89
O 21.03 -18.16 -3.77
C 20.23 -18.64 -4.81
H 19.82 -20.71 -4.55
H 20.80 -20.38 -6.01
H 22.64 -21.02 -4.24
H 21.46 -20.41 -3.08
H 22.87 -18.34 -4.74
H 22.92 -18.60 -2.99
H 20.38 -18.19 -5.78
H 19.22 -18.49 -4.46
C 17.75 -9.72 -9.11
C 18.73 -10.71 -9.73
C 19.04 -10.02 -11.10
O 18.81 -8.65 -10.90
C 18.25 -8.43 -9.60
H 17.64 -9.71 -8.03
H 16.80 -9.96 -9.58
H 18.49 -11.76 -9.76
H 19.66 -10.76 -9.19
H 18.45 -10.40 -11.92
H 20.08 -10.20 -11.44
H 17.47 -7.70 -9.78
H 19.00 -8.06 -8.90
C 25.69 -15.82 -0.26
C 25.22 -15.22 -1.62
C 23.72 -15.66 -1.61
O 23.70 -16.97 -0.96
C 24.75 -17.03 0.02
H 25.48 -15.11 0.56
H 26.76 -15.99 -0.25
H 25.73 -15.74 -2.45
H 25.42 -14.15 -1.71
H 23.32 -15.86 -2.60
H 23.05 -15.03 -1.05
H 25.24 -18.00 -0.01
H 24.24 -16.90 0.97
C 24.28 -15.87 -14.55
C 24.33 -16.66 -15.87
C 24.25 -18.13 -15.42
O 24.82 -18.14 -14.11
C 25.06 -16.80 -13.64
H 23.28 -15.67 -14.15
H 24.76 -14.88 -14.62
H 25.32 -16.46 -16.26
H 23.53 -16.42 -16.57
H 24.73 -18.88 -16.08
H 23.23 -18.53 -15.32
H 26.13 -16.65 -13.81
H 24.82 -16.76 -12.58
C 19.09 -13.10 -7.45
C 19.81 -13.70 -6.21
C 18.83 -14.76 -5.63
O 18.00 -15.10 -6.76
C 17.73 -13.86 -7.43
H 19.63 -13.29 -8.38
H 18.97 -12.03 -7.33
H 20.04 -12.98 -5.45
H 20.67 -14.25 -6.61
H 18.23 -14.37 -4.82
H 19.34 -15.62 -5.20
H 16.96 -13.31 -6.89
H 17.32 -14.07 -8.43
C 24.34 -12.17 -5.15
C 23.62 -10.89 -4.74
C 24.02 -10.78 -3.26
O 25.38 -11.20 -3.27
C 25.60 -12.13 -4.33
H 24.57 -12.34 -6.20
H 23.74 -13.03 -4.85
H 22.55 -10.96 -4.92
H 24.01 -10.03 -5.30
H 23.45 -11.47 -2.61
H 23.98 -9.81 -2.77
H 25.90 -13.08 -3.91
H 26.48 -11.76 -4.88
O 25.28 -20.53 -4.74
C 26.37 -20.04 -5.02
O 27.14 -19.42 -4.10
C 26.57 -19.40 -2.79
C 27.69 -19.17 -1.83
C 26.99 -20.03 -6.38
H 26.06 -20.37 -2.64
H 25.80 -18.61 -2.78
H 28.40 -20.00 -1.86
H 27.29 -19.08 -0.82
H 28.18 -18.22 -2.04
H 27.22 -18.99 -6.67
H 26.32 -20.48 -7.10
H 27.97 -20.50 -6.34
O 27.72 -17.77 -11.85
C 28.07 -17.23 -10.81
O 28.87 -16.16 -10.83
C 29.35 -15.67 -12.09
C 30.67 -16.35 -12.36
C 27.59 -17.58 -9.46
H 29.40 -14.60 -11.88
H 28.58 -16.02 -12.78
H 30.98 -16.14 -13.38
H 30.53 -17.42 -12.42
H 31.42 -16.04 -11.63
H 28.09 -16.95 -8.71
H 27.63 -18.64 -9.27
H 26.51 -17.36 -9.42
O 26.46 -13.73 -7.14
C 27.67 -13.79 -7.00
O 28.25 -14.59 -6.11
C 27.35 -15.46 -5.37
C 28.10 -15.82 -4.04
C 28.61 -12.93 -7.72
H 27.14 -16.32 -6.01
H 26.39 -14.97 -5.19
H 29.10 -16.18 -4.29
H 27.58 -16.61 -3.49
H 28.13 -14.87 -3.52
H 29.54 -12.81 -7.16
H 28.16 -11.96 -7.94
H 28.93 -13.36 -8.68
O 23.48 -15.55 -10.08
C 22.94 -14.77 -9.31
O 22.46 -15.11 -8.13
C 22.60 -16.48 -7.78
C 23.98 -16.69 -7.14
C 22.88 -13.32 -9.56
H 22.52 -17.09 -8.67
H 21.82 -16.72 -7.07
H 24.79 -16.44 -7.85
H 24.11 -17.74 -6.90
H 23.98 -16.10 -6.22
H 22.06 -12.86 -9.00
H 22.91 -13.14 -10.65
H 23.77 -12.90 -9.06
O 19.95 -17.03 -13.42
C 20.57 -17.05 -12.41
O 20.28 -16.33 -11.31
C 19.12 -15.46 -11.44
C 19.63 -14.12 -11.93
C 21.83 -17.87 -12.20
H 18.58 -15.39 -10.49
H 18.47 -15.95 -12.17
H 20.26 -13.76 -11.10
H 18.74 -13.51 -12.04
H 20.23 -14.13 -12.83
H 21.62 -18.61 -11.42
H 22.65 -17.28 -11.79
H 22.12 -18.43 -13.08
O 22.58 -8.41 -7.06
C 21.82 -9.32 -7.40
O 21.94 -10.03 -8.52
C 22.97 -9.54 -9.44
C 22.49 -8.31 -10.22
C 20.70 -9.78 -6.54
H 23.19 -10.42 -10.06
H 23.82 -9.26 -8.81
H 21.49 -8.47 -10.61
H 23.25 -8.10 -10.98
H 22.41 -7.43 -9.60
H 20.75 -9.45 -5.51
H 20.63 -10.87 -6.62
H 19.73 -9.49 -6.93
O 19.50 -24.25 -12.17
C 20.27 -24.53 -11.30
O 21.30 -23.71 -11.02
C 21.48 -22.65 -11.99
C 20.64 -21.48 -11.49
C 20.22 -25.69 -10.36
H 21.06 -23.04 -12.90
H 22.54 -22.42 -11.93
H 19.59 -21.81 -11.53
H 20.73 -20.58 -12.09
H 20.97 -21.28 -10.46
H 20.79 -26.53 -10.77
H 19.18 -25.99 -10.30
H 20.74 -25.38 -9.46
N 27.61 -12.61 -12.63
C 27.58 -12.32 -11.30
C 26.66 -13.15 -10.70
C 26.18 -14.03 -11.71
C 26.84 -13.68 -12.88
H 28.18 -12.12 -13.29
H 28.17 -11.51 -10.92
H 26.37 -13.19 -9.66
H 25.46 -14.81 -11.57
H 26.82 -14.18 -13.84
N 24.21 -11.67 -12.71
C 23.08 -12.07 -13.35
C 22.39 -11.01 -13.86
C 23.21 -9.86 -13.39
C 24.24 -10.31 -12.65
H 24.88 -12.28 -12.26
H 22.87 -13.12 -13.45
H 21.55 -10.89 -14.53
H 22.86 -8.86 -13.52
H 25.03 -9.75 -12.17
N 24.79 -19.69 -10.94
C 24.78 -21.01 -10.66
C 24.17 -21.18 -9.44
C 23.96 -19.89 -8.89
C 24.22 -19.00 -9.88
H 25.08 -19.22 -11.79
H 25.17 -21.75 -11.34
H 23.90 -22.13 -9.02
H 23.53 -19.71 -7.92
H 24.18 -17.93 -9.89
N 27.58 -8.62 -7.25
C 27.97 -8.05 -8.41
C 27.49 -8.80 -9.43
C 26.67 -9.81 -8.86
C 26.81 -9.68 -7.50
H 27.84 -8.34 -6.33
H 28.55 -7.16 -8.42
H 27.62 -8.66 -10.49
H 26.11 -10.54 -9.41
H 26.34 -10.26 -6.72
N 18.09 -13.99 -1.53
C 17.27 -14.98 -2.00
C 18.02 -16.00 -2.49
C 19.39 -15.58 -2.32
C 19.43 -14.41 -1.67
H 17.79 -13.15 -1.06
H 16.22 -14.84 -1.92
H 17.68 -16.92 -2.89
H 20.24 -16.18 -2.58
H 20.23 -13.80 -1.33
N 18.06 -17.59 -8.01
C 19.34 -17.49 -8.41
C 19.80 -18.75 -8.76
C 18.68 -19.64 -8.57
C 17.64 -18.87 -8.11
H 17.54 -16.80 -7.64
H 19.84 -16.53 -8.48
H 20.78 -19.07 -9.10
H 18.67 -20.71 -8.64
H 16.64 -19.20 -7.86
```

Results of the Mulliken charge analysis, in e, for atoms 1 through 6: number 1, C, carries -0.7084; number 2, C, carries -0.7655; number 3, C, carries 0.5710; number 4, O, carries -0.3297; number 5, C, carries 0.5206; number 6, H, carries 0.3531